167
Properties=species:S:1:pos:R:3:mulliken_charge:R:1 method="wB97M-V/def2-TZVPD" e_homo_ev=-6.3 energy_ev=-97176.9692 lumo_energy_ev=2.2 charge=-1
O -32.874 -25.134 -1.889 -0.62
C -31.889 -24.387 -1.564 0.17
O -30.581 -24.764 -1.868 -0.20
B -29.646 -23.848 -1.182 0.95
O -30.582 -22.635 -0.842 0.59
C -31.865 -22.950 -0.817 0.33
O -32.822 -22.329 -0.392 -0.71
O -28.464 -23.529 -1.982 -0.22
C -27.380 -23.755 -1.224 0.36
O -26.172 -23.746 -1.641 -0.66
C -27.809 -24.356 0.119 0.34
O -29.118 -24.419 0.066 -1.07
O -27.080 -24.726 0.975 -0.44
C -32.352 -28.042 -2.965 -0.67
O -31.777 -29.339 -2.979 -0.44
C -30.375 -29.275 -2.699 0.02
C -29.970 -30.738 -2.424 -0.97
N -29.219 -31.086 -1.169 -0.14
C -28.149 -30.437 -0.720 -0.21
C -27.909 -30.622 0.765 -0.47
O -27.593 -32.011 0.965 -0.35
C -27.524 -32.278 2.353 -0.72
H -33.340 -28.061 -3.423 0.35
H -31.837 -27.180 -3.390 0.19
H -32.551 -27.804 -1.919 0.33
H -30.176 -28.694 -1.799 0.16
H -29.816 -28.976 -3.586 0.24
H -29.663 -31.153 -3.384 0.31
H -30.887 -31.316 -2.306 0.40
H -29.393 -31.980 -0.731 0.23
H -28.323 -29.364 -0.809 0.21
H -27.296 -30.809 -1.287 0.16
H -28.819 -30.286 1.262 0.35
H -27.028 -30.034 1.023 0.24
H -27.197 -33.296 2.565 0.28
H -28.510 -32.304 2.817 0.31
H -26.777 -31.661 2.852 0.23
C -25.573 -27.559 3.637 -0.69
O -24.673 -28.570 3.472 -0.49
C -23.321 -28.058 3.101 -0.46
C -23.354 -27.478 1.546 -0.94
N -23.992 -26.204 1.413 0.24
C -23.635 -25.144 2.375 -0.31
C -22.225 -24.542 2.323 -0.62
O -22.219 -23.334 1.449 -0.45
C -22.772 -23.632 0.123 -0.48
H -26.419 -27.941 4.208 0.43
H -25.966 -27.149 2.707 0.13
H -25.345 -26.684 4.246 0.37
H -22.659 -28.912 3.246 0.38
H -22.949 -27.360 3.851 0.34
H -23.901 -28.176 0.912 0.49
H -22.350 -27.421 1.125 0.29
H -24.962 -26.214 1.132 0.08
H -23.903 -25.340 3.413 0.26
H -24.307 -24.304 2.202 0.20
H -21.426 -25.205 1.991 0.27
H -21.909 -24.104 3.269 0.31
H -22.452 -22.656 -0.241 0.28
H -23.849 -23.803 0.114 0.14
H -22.241 -24.423 -0.406 0.29
C -35.161 -18.939 2.379 -0.76
O -35.934 -20.188 2.268 -0.22
C -37.241 -20.106 1.737 -0.41
C -37.834 -21.469 1.842 -0.80
N -37.142 -22.474 0.988 -0.19
C -37.502 -22.500 -0.447 -0.46
C -36.819 -23.722 -1.048 -0.38
O -37.316 -24.085 -2.393 -0.40
C -36.705 -25.279 -2.918 -0.41
H -34.348 -19.349 2.978 0.20
H -35.568 -18.053 2.866 0.31
H -34.703 -18.588 1.455 0.30
H -37.087 -19.863 0.685 0.29
H -37.858 -19.328 2.187 0.40
H -38.895 -21.356 1.620 0.42
H -37.774 -21.730 2.898 0.29
H -36.144 -22.353 1.085 0.20
H -37.244 -21.693 -1.132 0.23
H -38.558 -22.690 -0.639 0.33
H -36.834 -24.541 -0.329 0.37
H -35.784 -23.399 -1.166 0.13
H -37.154 -26.100 -2.359 0.33
H -35.654 -25.346 -2.638 0.00
H -36.727 -25.325 -4.006 0.29
C -29.265 -25.728 -8.694 -0.86
O -28.883 -24.743 -7.757 -0.29
C -29.195 -25.140 -6.480 -1.16
C -29.558 -23.967 -5.569 -0.01
N -28.607 -22.767 -5.481 -0.39
C -27.253 -23.173 -5.056 0.05
C -26.383 -22.006 -4.668 -0.53
O -26.331 -21.059 -5.810 -0.30
C -25.070 -20.604 -6.249 -0.78
H -29.030 -26.751 -8.397 0.33
H -28.873 -25.610 -9.705 0.24
H -30.354 -25.696 -8.710 0.33
H -28.265 -25.589 -6.131 0.35
H -29.836 -25.994 -6.259 0.64
H -29.622 -24.362 -4.555 0.06
H -30.612 -23.750 -5.742 0.43
H -29.105 -22.280 -4.750 0.18
H -26.823 -23.522 -5.994 0.40
H -27.211 -23.839 -4.194 0.20
H -25.399 -22.224 -4.253 0.44
H -26.869 -21.612 -3.776 -0.06
H -24.785 -19.711 -5.693 0.30
H -25.272 -20.157 -7.223 0.24
H -24.299 -21.361 -6.111 0.31
C -29.361 -14.455 -3.759 -0.92
O -29.662 -15.743 -3.348 -0.18
C -29.992 -15.767 -1.916 -0.83
C -30.784 -17.119 -1.705 -0.50
N -30.005 -18.294 -2.173 -0.29
C -30.892 -19.425 -2.330 0.58
C -31.929 -19.164 -3.538 -1.01
O -31.341 -18.301 -4.484 -0.17
C -32.286 -17.743 -5.418 -0.87
H -28.540 -14.004 -3.202 0.30
H -30.269 -13.853 -3.742 0.34
H -29.303 -14.361 -4.844 0.29
H -30.714 -15.000 -1.636 0.42
H -29.022 -15.637 -1.437 0.38
H -31.683 -16.991 -2.308 0.25
H -30.925 -17.366 -0.653 0.45
H -29.481 -18.410 -1.317 0.27
H -31.328 -19.600 -1.346 0.00
H -30.401 -20.346 -2.645 -0.48
H -32.923 -18.858 -3.210 0.45
H -32.168 -20.102 -4.039 0.58
H -32.976 -17.142 -4.827 0.33
H -32.817 -18.516 -5.974 0.33
H -31.758 -17.068 -6.091 0.23
C -30.630 -20.782 2.043 -1.62
C -29.236 -20.087 1.833 0.55
C -28.439 -20.772 0.644 1.75
O -27.015 -20.453 0.498 -0.55
C -26.081 -20.987 1.550 -0.55
N -29.608 -18.704 1.586 -0.47
H -30.976 -20.457 3.024 0.52
H -30.494 -21.863 2.002 -0.16
H -31.318 -20.410 1.283 0.44
H -28.716 -20.174 2.787 0.46
H -29.049 -20.702 -0.256 -0.38
H -28.400 -21.835 0.882 -1.22
H -26.249 -22.046 1.747 0.00
H -26.342 -20.512 2.496 0.31
H -25.017 -20.790 1.424 0.34
H -28.735 -18.215 1.445 0.28
H -30.013 -18.216 2.372 0.22
C -28.781 -22.919 3.867 -0.63
C -29.335 -24.169 4.420 -0.05
C -30.762 -24.512 3.701 -0.44
O -31.633 -23.381 3.916 -0.29
C -32.978 -23.507 3.520 -0.75
N -28.345 -25.163 4.178 -0.50
H -29.406 -22.115 4.256 0.32
H -28.968 -23.073 2.804 -0.45
H -27.760 -22.802 4.230 0.50
H -29.303 -24.094 5.507 0.47
H -31.109 -25.449 4.138 0.55
H -30.632 -24.777 2.651 0.14
H -33.273 -23.349 2.482 0.16
H -33.544 -22.733 4.038 0.26
H -33.382 -24.472 3.824 0.43
H -28.660 -26.083 4.450 0.25
H -28.249 -25.187 3.173 0.08

=====

150
Properties=species:S:1:pos:R:3:mulliken_charge:R:1 method="wB97M-V/def2-TZVPD" e_homo_ev=-8.0 energy_ev=-65972.5847 lumo_energy_ev=0.4 smiles=CC1(C)CCCC(C)(C)N1O.CC1(C)CCCC(C)(C)N1O.CC1(C)CCCC(C)(C)N1O.CC(C)O.CC(C)O.CC(C)O.CC(C)O.CC(C)O charge=0
C -0.353 5.007 -4.027 -1.09
C 0.207 3.885 -4.909 1.04
C 1.737 3.959 -4.847 -0.74
C 2.437 2.758 -5.518 -0.81
C 1.920 1.509 -4.865 -1.62
C 0.399 1.353 -4.659 1.84
N -0.232 2.619 -4.284 1.56
O -1.616 2.482 -4.154 -0.44
C -0.055 0.835 -6.037 -1.78
C 0.197 0.276 -3.572 -1.92
C -0.238 4.159 -6.346 -1.70
H -0.058 6.012 -4.326 0.48
H 0.092 4.853 -3.043 -0.24
H -1.435 4.941 -3.925 0.38
H 2.054 4.877 -5.348 0.49
H 2.034 4.042 -3.800 -0.39
H 3.500 2.949 -5.374 0.46
H 2.234 2.714 -6.591 0.34
H 2.505 1.349 -3.948 0.51
H 2.321 0.696 -5.483 0.43
H 0.516 1.243 -6.878 0.36
H 0.032 -0.249 -6.121 0.47
H -1.063 1.118 -6.370 0.23
H 0.162 0.742 -2.589 -0.03
H -0.712 -0.267 -3.832 0.50
H 1.013 -0.447 -3.584 0.43
H -1.306 3.887 -6.338 0.33
H 0.127 3.522 -7.154 0.30
H -0.122 5.200 -6.632 0.44
H -2.048 2.511 -5.027 0.30
C -6.541 -6.823 4.372 -1.58
C -6.798 -5.292 4.313 1.53
C -6.132 -4.610 5.527 -1.35
C -4.609 -4.574 5.432 -0.88
C -4.250 -3.820 4.155 -0.97
C -4.935 -4.217 2.826 1.75
N -6.312 -4.637 3.112 0.23
O -7.032 -4.962 1.951 -0.46
C -4.943 -3.024 1.886 -1.99
C -4.137 -5.413 2.187 -1.52
C -8.277 -4.971 4.439 -1.87
H -6.448 -7.280 3.387 0.25
H -7.336 -7.324 4.929 0.43
H -5.654 -7.094 4.951 0.34
H -6.426 -3.556 5.542 0.42
H -6.470 -5.032 6.475 0.44
H -4.244 -5.600 5.316 0.29
H -4.101 -4.157 6.299 0.43
H -3.161 -3.924 4.039 0.17
H -4.260 -2.727 4.227 0.59
H -5.133 -3.401 0.882 0.38
H -5.670 -2.243 2.110 0.39
H -3.978 -2.522 1.992 0.37
H -4.253 -6.207 2.920 0.38
H -4.546 -5.613 1.199 0.58
H -3.114 -5.046 2.120 0.11
H -8.837 -5.172 3.525 0.40
H -8.475 -3.911 4.633 0.39
H -8.810 -5.404 5.290 0.42
H -6.615 -5.768 1.602 0.36
C 3.073 3.869 1.631 -2.09
C 2.921 4.269 0.148 2.40
C 1.640 5.011 -0.138 -0.09
C 1.621 6.421 0.420 -1.04
C 2.785 7.206 -0.126 -1.38
C 4.182 6.545 -0.061 1.62
N 4.020 5.117 -0.383 0.61
O 5.279 4.475 -0.311 -0.54
C 5.016 7.358 -1.063 -1.75
C 4.708 6.717 1.391 -1.77
C 3.001 3.021 -0.746 -1.13
H 2.210 3.268 1.936 0.36
H 3.100 4.697 2.335 0.45
H 3.940 3.224 1.775 0.43
H 1.219 4.948 -1.141 -0.50
H 0.827 4.495 0.393 -0.15
H 1.661 6.413 1.518 0.30
H 0.622 6.800 0.191 0.53
H 2.784 8.124 0.467 0.50
H 2.531 7.338 -1.184 0.32
H 4.451 7.663 -1.939 0.32
H 5.354 8.273 -0.569 0.41
H 5.952 6.865 -1.334 0.42
H 5.678 7.219 1.412 0.50
H 4.090 7.351 2.037 0.30
H 4.761 5.792 1.956 0.32
H 3.953 2.494 -0.686 0.71
H 2.857 3.258 -1.802 0.19
H 2.225 2.263 -0.591 -0.46
H 5.528 4.376 -1.236 0.34
C -1.966 2.639 0.810 -1.30
C -2.081 2.699 -0.715 1.07
C -3.089 3.753 -1.118 -1.49
O -0.779 3.077 -1.169 0.35
H -1.884 3.675 1.144 0.39
H -0.997 2.197 1.062 0.05
H -2.754 2.071 1.298 0.40
H -2.359 1.742 -1.165 0.20
H -3.160 3.783 -2.207 0.22
H -2.766 4.743 -0.775 0.24
H -4.074 3.728 -0.646 0.42
H -0.792 2.952 -2.134 -0.54
C 1.074 -0.474 0.439 -0.35
C -0.232 -0.972 1.038 0.67
C -1.370 -0.998 0.004 -0.55
O -0.068 -2.268 1.597 0.00
H 1.281 -1.151 -0.399 0.13
H 1.869 -0.705 1.155 0.13
H 1.104 0.568 0.135 -0.43
H -0.547 -0.210 1.761 0.15
H -1.279 -0.184 -0.715 -0.51
H -2.275 -0.821 0.590 0.22
H -1.493 -1.934 -0.540 0.31
H 0.536 -2.136 2.346 -0.07
C 4.363 -2.476 -1.597 -1.14
C 3.576 -2.728 -2.877 0.77
C 3.986 -3.978 -3.661 -1.46
O 2.184 -2.921 -2.581 -0.44
H 4.188 -3.209 -0.811 0.25
H 4.169 -1.451 -1.271 0.16
H 5.432 -2.435 -1.831 0.46
H 3.821 -1.870 -3.511 0.24
H 3.349 -4.149 -4.529 0.35
H 3.897 -4.882 -3.055 0.28
H 5.000 -3.883 -4.068 0.40
H 2.181 -3.426 -1.755 0.17
C 0.976 -5.786 1.892 -1.11
C 0.969 -5.457 0.395 0.23
C -0.413 -5.067 -0.178 -0.85
O 1.783 -4.260 0.238 -0.44
H 0.554 -6.785 2.022 0.40
H 0.336 -5.056 2.387 0.12
H 1.991 -5.739 2.277 0.30
H 1.471 -6.157 -0.269 0.46
H -1.163 -4.703 0.523 -0.02
H -0.866 -5.927 -0.683 0.54
H -0.308 -4.328 -0.972 0.19
H 1.263 -3.548 0.635 0.15
C 2.037 -2.714 5.518 -1.29
C 2.508 -1.578 4.662 0.49
C 3.538 -2.110 3.664 -1.32
O 1.419 -1.063 3.870 -0.36
H 2.842 -3.319 5.940 0.38
H 1.297 -3.345 5.031 0.24
H 1.572 -2.333 6.438 0.39
H 3.006 -0.773 5.206 0.32
H 3.959 -1.398 2.950 0.34
H 3.188 -2.994 3.129 0.16
H 4.430 -2.396 4.232 0.49
H 0.822 -0.619 4.485 0.21

=====

168
Properties=species:S:1:pos:R:3:mulliken_charge:R:1 method="wB97M-V/def2-TZVPD" e_homo_ev=-8.6 energy_ev=-94675.6767 lumo_energy_ev=-0.1 charge=0
C 0.822 -2.137 0.159 0.78
C -0.312 -1.225 0.507 -0.29
O -1.128 -1.507 1.375 -0.87
N -0.402 -0.123 -0.245 1.44
C -1.390 0.849 0.062 1.10
H 0.980 -2.194 -0.930 0.00
H 0.659 -3.175 0.462 -0.06
H 1.819 -1.974 0.590 -0.29
H 0.384 0.065 -0.859 -0.51
H -2.357 0.525 -0.321 0.08
H -1.209 1.806 -0.414 -0.95
H -1.487 1.011 1.129 -0.61
C 0.037 7.152 -2.687 -1.32
C -0.186 5.987 -1.751 0.72
O -1.265 5.842 -1.174 -0.65
N 0.906 5.221 -1.503 -0.13
C 0.809 3.935 -0.835 0.21
H 1.083 7.495 -2.588 0.42
H -0.508 8.022 -2.337 0.31
H -0.092 6.904 -3.735 0.26
H 1.710 5.389 -2.077 0.28
H -0.228 3.626 -0.870 -0.50
H 1.146 4.073 0.194 0.34
H 1.435 3.140 -1.236 -0.04
C 6.816 -2.497 -2.661 -1.11
C 5.939 -3.095 -1.577 0.68
O 6.369 -3.286 -0.423 -0.66
N 4.717 -3.607 -1.960 0.02
C 3.875 -4.332 -1.082 -0.91
H 6.239 -1.996 -3.450 0.27
H 7.408 -3.263 -3.153 0.37
H 7.453 -1.740 -2.206 0.22
H 4.295 -3.282 -2.812 0.28
H 2.916 -4.420 -1.573 0.37
H 3.792 -3.884 -0.091 0.14
H 4.311 -5.310 -0.875 0.35
C -1.993 -2.419 5.206 -0.24
C -3.262 -2.672 4.368 0.68
O -4.309 -2.991 4.937 -0.75
N -3.104 -2.675 3.029 0.15
C -4.173 -2.951 2.065 -0.98
H -1.180 -2.029 4.586 -0.30
H -1.731 -3.424 5.535 0.35
H -2.289 -1.697 5.954 0.12
H -2.249 -2.204 2.720 0.36
H -4.310 -2.053 1.462 0.22
H -5.066 -3.193 2.641 0.42
H -3.927 -3.819 1.460 0.27
C -3.398 4.110 -3.460 -1.08
C -2.305 3.058 -3.629 0.68
O -2.296 2.102 -2.865 -0.62
N -1.427 3.228 -4.658 -0.06
C -0.180 2.496 -4.773 -0.75
H -3.158 4.586 -2.508 0.10
H -4.341 3.571 -3.505 0.28
H -3.430 4.889 -4.225 0.43
H -1.516 4.039 -5.233 0.24
H -0.060 2.134 -5.800 0.49
H -0.232 1.585 -4.194 -0.05
H 0.675 3.134 -4.559 0.32
C -5.568 3.021 3.475 -1.06
C -5.035 2.390 2.243 0.61
O -4.036 1.768 2.229 -0.32
N -5.712 2.652 1.110 -0.18
C -5.273 2.146 -0.188 -0.54
H -4.993 3.899 3.797 0.18
H -5.394 2.361 4.329 0.21
H -6.594 3.382 3.398 0.40
H -6.613 3.064 1.240 0.22
H -4.195 2.187 -0.298 -0.12
H -5.741 2.720 -0.991 0.29
H -5.608 1.109 -0.343 0.34
C -1.752 4.475 1.527 0.65
C -2.686 5.530 2.045 0.33
O -3.315 5.357 3.043 -0.68
N -2.808 6.599 1.246 0.08
C -3.513 7.772 1.580 -1.11
H -1.605 3.790 2.359 -0.83
H -0.762 4.909 1.388 0.60
H -2.137 3.994 0.640 -0.09
H -2.393 6.599 0.328 0.28
H -4.079 8.076 0.695 0.34
H -2.886 8.603 1.886 0.28
H -4.263 7.521 2.326 0.37
C 2.189 -3.788 3.006 -0.38
C 1.788 -2.494 3.666 0.51
O 1.515 -1.501 2.997 -0.47
N 1.897 -2.479 5.015 -0.15
C 1.448 -1.313 5.734 -0.54
H 1.992 -3.722 1.937 -0.46
H 1.695 -4.739 3.226 0.54
H 3.275 -3.898 3.093 0.27
H 1.970 -3.372 5.457 0.24
H 1.911 -0.430 5.328 0.19
H 1.693 -1.455 6.790 0.42
H 0.356 -1.250 5.762 0.02
C 0.543 -2.197 -6.949 -1.47
C 0.192 -1.239 -5.830 0.39
O 0.259 -0.027 -6.019 -0.52
N -0.127 -1.802 -4.630 0.21
C -0.544 -1.043 -3.486 1.16
H 1.067 -3.083 -6.591 0.38
H 1.193 -1.691 -7.653 0.38
H -0.389 -2.443 -7.460 0.34
H -0.199 -2.799 -4.567 0.29
H -0.794 -1.714 -2.667 0.54
H -1.379 -0.387 -3.711 -0.75
H 0.292 -0.447 -3.107 -0.91
C 4.835 -1.258 2.643 0.04
C 6.193 -0.719 2.356 0.37
O 6.817 -0.083 3.231 -0.71
N 6.537 -0.716 1.014 0.47
C 7.846 -0.351 0.556 -1.06
H 4.135 -0.561 3.096 0.22
H 4.901 -2.039 3.407 0.35
H 4.427 -1.693 1.724 -0.37
H 5.997 -1.300 0.404 -0.43
H 8.441 0.053 1.357 0.38
H 7.774 0.357 -0.278 0.29
H 8.360 -1.231 0.148 0.31
C -3.478 1.042 7.384 -1.26
C -2.314 1.420 6.558 0.70
O -1.290 1.866 7.088 -0.69
N -2.439 1.204 5.219 0.25
C -1.406 1.599 4.272 -0.42
H -4.060 1.905 7.727 0.33
H -3.135 0.618 8.331 0.32
H -4.176 0.328 6.940 0.32
H -3.375 1.106 4.857 0.10
H -1.828 1.410 3.287 -0.37
H -0.500 1.050 4.489 0.11
H -1.280 2.687 4.269 0.36
C -3.558 0.023 -6.114 -0.59
C -4.028 -0.918 -5.032 0.89
O -4.456 -2.044 -5.313 -0.70
N -3.908 -0.418 -3.749 0.02
C -4.068 -1.162 -2.563 -0.83
H -2.531 -0.266 -6.367 -0.04
H -3.609 1.071 -5.819 0.11
H -4.111 -0.110 -7.040 0.40
H -3.472 0.491 -3.665 0.04
H -3.127 -1.233 -2.031 0.04
H -4.394 -2.159 -2.848 0.43
H -4.895 -0.731 -2.008 0.27
C 0.424 -6.235 0.350 -0.88
C 1.929 -6.424 0.218 0.68
O 2.571 -6.136 -0.792 -0.66
N 2.558 -6.977 1.321 -0.11
C 3.951 -7.279 1.245 -0.87
H 0.241 -5.183 0.073 0.05
H 0.075 -6.287 1.375 0.36
H -0.137 -6.826 -0.363 0.40
H 1.993 -7.519 1.944 0.27
H 4.153 -7.917 0.376 0.33
H 4.333 -7.704 2.165 0.36
H 4.554 -6.390 1.037 0.20
C 3.955 0.614 -0.565 -0.91
C 3.124 0.490 -1.846 0.48
O 1.903 0.646 -1.870 -0.54
N 3.779 0.076 -2.967 -0.18
C 3.083 -0.352 -4.182 -0.53
H 3.969 -0.320 -0.011 -0.16
H 3.359 1.277 0.065 0.24
H 4.942 0.969 -0.832 0.55
H 4.779 0.019 -2.921 0.23
H 2.687 -1.360 -4.079 0.25
H 3.738 -0.162 -5.023 0.48
H 2.237 0.333 -4.262 -0.22